DFT (the ωB97M-V functional and the def2-TZVPD basis) results for a 8-piece molecular cluster, C38H58Br2ClN2O30S7 overall in a non-equilibrium geometry.

Summary:
* lowest unoccupied orbital energy: -4.80 eV
* total charge: +1
* frontier orbital gap: 5.76 eV
* HOMO energy: -10.6 eV

Last column: Mulliken charge in e.
Atoms and positions in Å:
C1 2.668 4.371 -1.106  -0.60
C2 2.616 2.975 -1.404  -0.26
C3 2.684 1.361 -1.835  0.32
C4 1.188 0.968 -2.377  -0.87
N1 1.415 0.816 -3.890  1.20
N2 1.744 1.916 -4.666  -0.99
C5 0.595 2.585 -5.086  0.67
O1 -0.441 3.078 -5.813  -0.50
C6 1.266 -0.458 -4.380  0.19
C7 1.442 -1.104 -5.877  -0.34
Br1 0.360 -0.187 -7.303  -0.02
C8 3.060 -1.247 -6.270  -0.42
C9 3.778 0.213 -6.559  -0.56
Br2 4.134 -2.070 -4.743  -0.10
C10 0.833 -1.368 -3.051  -0.70
C11 0.428 -0.373 -1.770  1.78
C12 -1.166 0.045 -2.020  -1.08
C13 -2.234 -1.054 -1.440  -0.03
C14 -3.435 -0.167 -0.687  -0.57
Cl1 -3.025 0.195 1.104  -0.24
C15 0.804 -0.895 -0.261  -0.85
C16 1.433 -2.413 -0.192  0.49
C17 0.373 -3.615 -0.538  -1.00
O2 1.847 -2.618 1.231  -0.34
C18 3.064 -3.456 1.295  -0.29
C19 4.356 -2.472 1.628  0.44
C20 4.773 -1.312 0.540  0.27
C21 6.062 -0.292 0.795  -0.57
C22 6.916 -0.482 2.188  -0.34
C23 6.538 -1.639 3.315  -0.38
C24 5.268 -2.648 3.017  -0.44
H1 2.818 5.539 -1.293  0.35
H2 3.104 0.678 -0.983  -0.07
H3 3.457 1.326 -2.735  0.12
H4 0.525 1.944 -2.281  0.65
H5 1.045 -2.229 -5.847  0.29
H6 3.201 -2.001 -7.176  0.44
H7 3.057 0.985 -7.102  0.05
H8 4.016 0.673 -5.485  0.15
H9 4.832 0.121 -7.095  0.35
H10 0.016 -2.098 -3.461  0.35
H11 1.806 -2.036 -2.931  0.10
H12 -1.387 0.214 -3.165  0.06
H13 -1.306 1.085 -1.452  0.47
H14 -1.801 -1.811 -0.661  -0.14
H15 -2.779 -1.661 -2.281  0.39
H16 -4.505 -0.671 -0.813  0.38
H17 -3.543 0.902 -1.205  0.34
H18 1.583 -0.195 0.312  0.19
H19 -0.156 -0.908 0.449  0.21
H20 2.410 -2.516 -0.861  0.23
H21 -0.655 -3.544 0.022  0.12
H22 0.889 -4.635 -0.216  0.39
H23 0.134 -3.732 -1.698  0.17
H24 2.974 -4.178 2.240  0.26
H25 3.224 -4.145 0.361  0.27
H26 4.184 -1.151 -0.466  -0.04
H27 6.354 0.531 0.005  0.28
H28 7.845 0.224 2.424  0.27
H29 7.153 -1.772 4.320  0.29
H30 4.937 -3.518 3.744  0.22
C25 -5.220 -0.282 3.751  0.33
C26 -6.427 -0.601 2.874  -0.36
O3 -7.453 -0.999 3.781  -0.38
S1 -7.266 -0.186 5.182  1.17
O4 -8.157 0.953 5.166  -0.54
O5 -7.230 -1.142 6.264  -0.56
O6 -5.750 0.351 4.915  -0.30
H31 -4.708 -1.198 4.066  0.06
H32 -4.507 0.378 3.249  0.09
H33 -6.220 -1.395 2.153  0.30
H34 -6.775 0.292 2.342  0.32
C27 3.741 -6.869 -7.706  -0.41
C28 4.509 -6.245 -6.543  -0.35
O7 4.072 -4.889 -6.492  -0.21
S2 2.518 -4.815 -6.980  1.16
O8 1.675 -4.802 -5.805  -0.56
O9 2.416 -3.830 -8.032  -0.59
O10 2.435 -6.299 -7.649  -0.30
H35 4.191 -6.596 -8.666  0.30
H36 3.686 -7.958 -7.628  0.32
H37 5.591 -6.297 -6.683  0.31
H38 4.242 -6.722 -5.594  0.30
C29 -3.999 -5.582 5.738  -0.34
C30 -2.600 -5.071 6.072  -0.35
O11 -2.056 -4.633 4.829  -0.29
S3 -3.264 -4.067 3.892  1.12
O12 -3.301 -2.627 4.024  -0.58
O13 -3.205 -4.739 2.615  -0.58
O14 -4.505 -4.688 4.748  -0.30
H39 -3.958 -6.585 5.302  0.30
H40 -4.654 -5.593 6.613  0.32
H41 -1.970 -5.844 6.518  0.31
H42 -2.646 -4.207 6.744  0.28
C31 1.197 5.218 -7.545  -0.03
C32 2.542 4.550 -7.817  -0.28
O15 3.370 5.581 -8.350  -0.27
S4 2.937 7.006 -7.683  1.10
O16 3.838 7.282 -6.585  -0.51
O17 2.680 7.949 -8.746  -0.53
O18 1.510 6.523 -7.060  -0.36
H43 0.618 5.328 -8.468  0.33
H44 0.605 4.670 -6.808  -0.05
H45 2.459 3.719 -8.522  0.29
H46 3.000 4.195 -6.888  0.33
C33 6.564 7.436 -8.597  0.27
C34 7.169 8.328 -9.677  -0.38
O19 8.503 7.856 -9.847  -0.31
S5 8.536 6.249 -9.570  1.09
O20 8.466 5.569 -10.844  -0.53
O21 9.558 5.975 -8.587  -0.54
O22 7.078 6.129 -8.850  -0.26
H47 6.894 7.745 -7.600  0.26
H48 5.471 7.429 -8.631  -0.25
H49 7.167 9.384 -9.395  0.32
H50 6.643 8.205 -10.630  0.32
C35 -6.604 2.070 8.571  -0.28
C36 -8.077 1.818 8.882  -0.28
O23 -8.201 2.023 10.288  -0.32
S6 -7.134 3.165 10.754  1.08
O24 -7.829 4.430 10.825  -0.56
O25 -6.347 2.636 11.844  -0.52
O26 -6.219 3.162 9.404  -0.34
H51 -5.991 1.204 8.840  0.28
H52 -6.441 2.317 7.519  0.28
H53 -8.394 0.809 8.610  0.29
H54 -8.717 2.549 8.376  0.33
C37 -7.013 0.491 14.316  0.09
C38 -5.602 -0.078 14.435  -0.33
O27 -5.717 -1.174 15.341  -0.32
S7 -7.191 -1.850 15.169  1.10
O28 -7.063 -2.994 14.294  -0.54
O29 -7.816 -1.920 16.469  -0.53
O30 -7.882 -0.639 14.325  -0.31
H55 -7.259 1.117 15.180  0.29
H56 -7.148 1.070 13.398  -0.06
H57 -4.885 0.657 14.809  0.32
H58 -5.252 -0.470 13.474  0.30

Atoms 1-3, force components in eV/Å:
C 0.0206 -9.6570 -3.3903
C 0.9809 8.9031 1.5734
C 0.3067 2.0859 0.2550